(1)
This record from the Open Molecules 2025 dataset describes a molecular structure, C18H36BaBrN4OSSi. The level of theory is ωB97M-V/def2-TZVPD.

Results
- Total charge: +1
- Calculated total energy: -4288.7493 Eh

Geometry as XYZ:
```
63
Properties=species:S:1:pos:R:3:mulliken_charge:R:1
Ba 0.52 0.25 1.13 1.4941
O -3.11 -1.87 6.63 -0.5046
C -2.24 -1.44 5.71 0.9478
C -1.40 -0.34 5.89 -0.6398
C -0.55 0.01 4.86 -0.5938
N -0.48 -0.65 3.70 -0.0328
C -1.29 -1.69 3.57 -0.0433
Br -1.20 -2.61 1.89 -0.1407
C -2.19 -2.14 4.51 -0.4505
H -3.08 -1.33 7.43 0.3186
H -1.41 0.23 6.81 0.3525
H 0.10 0.86 4.97 0.3815
H -2.83 -3.00 4.33 0.4557
N -0.01 -0.71 -1.49 -0.5985
N 0.89 -0.57 -2.55 -0.2870
C 2.19 -0.25 -2.34 0.6895
N 2.90 -0.06 -3.46 -0.4351
S 2.94 -0.09 -0.84 -0.4184
H -0.58 -1.54 -1.65 0.2962
H -0.64 0.11 -1.41 -0.1639
H 0.49 -0.35 -3.45 0.2827
H 2.54 -0.31 -4.37 0.2046
H 3.87 0.16 -3.37 0.2188
C 0.85 3.44 0.25 -1.7598
C -0.45 3.66 -0.54 3.3194
C -0.95 5.08 -0.26 -1.7484
C -0.01 3.60 -2.01 -1.9845
Si -1.71 2.19 -0.15 -1.7824
C -2.57 2.57 1.59 2.4961
C -3.20 1.27 2.12 -1.7393
C -3.65 3.66 1.58 -1.8040
C -1.52 2.99 2.63 -1.4731
C -3.08 2.13 -1.53 2.1174
C -3.63 3.50 -1.96 -1.7542
C -4.27 1.28 -1.06 -2.2330
C -2.54 1.43 -2.79 -1.9156
H 1.53 4.29 0.13 0.4893
H 1.42 2.58 -0.14 0.1973
H 0.70 3.33 1.33 0.3825
H -0.21 5.82 -0.59 0.5324
H -1.13 5.26 0.80 0.3358
H -1.88 5.30 -0.79 0.2638
H 0.81 4.30 -2.19 0.5716
H -0.81 3.86 -2.70 0.3471
H 0.35 2.60 -2.28 0.1391
H -4.04 0.93 1.52 0.2874
H -3.56 1.42 3.15 0.5265
H -2.47 0.45 2.15 0.3355
H -4.50 3.38 0.95 0.3028
H -3.27 4.61 1.23 0.3031
H -4.04 3.81 2.59 0.5398
H -0.72 2.24 2.76 -0.0487
H -2.00 3.09 3.62 0.5774
H -1.05 3.94 2.40 0.3194
H -4.02 4.07 -1.11 0.2517
H -4.45 3.37 -2.67 0.5542
H -2.87 4.12 -2.44 0.3269
H -4.85 1.77 -0.28 0.3322
H -3.94 0.30 -0.69 0.3707
H -4.95 1.10 -1.91 0.5380
H -1.61 1.86 -3.16 0.2661
H -3.28 1.49 -3.60 0.5264
H -2.38 0.36 -2.60 0.3594
```

---

(2)
This record from the Open Molecules 2025 dataset describes 4 unconnected molecules or ions with the total composition C8H16Cl8 at a distorted geometry. The level of theory is ωB97M-V/def2-TZVPD.

Results
- SMILES: ClCCCl.ClCCCl.ClCCCl.ClCCCl
- Calculated total energy: -3995.9482 Eh

Geometry as XYZ:
```
32
Properties=species:S:1:pos:R:3:mulliken_charge:R:1
Cl -3.77 -0.23 21.33 -0.1837
C -3.43 -0.02 19.61 -0.4118
C -1.92 0.27 19.35 -0.3665
Cl -1.55 1.91 19.82 -0.1796
H -4.04 0.84 19.33 0.3012
H -3.72 -0.90 19.04 0.2998
H -1.72 0.28 18.28 0.2963
H -1.16 -0.36 19.80 0.2409
Cl 3.65 2.56 22.45 -0.1827
C 4.02 2.12 24.15 -0.4768
C 5.53 2.22 24.37 -0.3908
Cl 6.40 1.06 23.33 -0.1698
H 3.59 1.13 24.29 0.2561
H 3.42 2.72 24.83 0.3687
H 5.82 2.11 25.41 0.3157
H 5.97 3.20 24.17 0.2887
Cl 2.81 -7.08 23.24 -0.1731
C 2.13 -5.55 22.79 -0.4101
C 2.74 -4.32 23.45 -0.2631
Cl 2.36 -4.27 25.22 -0.1958
H 1.06 -5.56 22.99 0.3227
H 2.26 -5.44 21.71 0.2902
H 2.43 -3.40 22.95 0.1094
H 3.83 -4.37 23.44 0.3097
Cl 4.54 -2.22 19.81 -0.1864
C 3.79 -0.89 20.64 0.1368
C 2.98 0.06 19.69 -0.2366
Cl 1.45 -0.61 19.16 -0.1881
H 4.47 -0.28 21.23 0.0007
H 3.10 -1.35 21.35 0.0729
H 3.64 0.21 18.83 0.3792
H 2.75 0.97 20.23 0.0262
```

---

(3)
This record from the Open Molecules 2025 dataset describes a gas-phase ion, C2H3N4 (charge +1) at a distorted geometry. The level of theory is ωB97M-V/def2-TZVPD.

Results
- Total charge: +1
- Calculated total energy: -296.5191 Eh

Geometry as XYZ:
```
9
Properties=species:S:1:pos:R:3:mulliken_charge:R:1
C 2.69 -0.03 -1.32 0.1149
C -0.95 -0.15 0.41 0.3561
N -0.06 0.43 -0.10 0.1983
N 1.64 0.36 -1.74 -0.1058
N 0.54 0.98 -1.22 -0.2194
N -1.49 -0.83 1.30 -0.2915
H 0.94 1.94 -1.00 0.3409
H -1.05 -1.60 1.82 0.3403
H -2.26 -1.08 1.86 0.2660
```

---

How do the records compare in Kohn-Sham gap? In the order shown, they have 6.40 11.00 9.52 eV.